# 1
C14H14ILiN6SSe as an isolated structure, computed with the ωB97M-V functional and the def2-TZVPD basis.

```
! RIJCOSX wB97M-V def2-TZVPD def2/J DEFGRID3
* xyz 0 1
Li 1.07 -0.70 -1.81
C -0.07 -1.82 2.22
C 0.23 -1.76 0.75
N 1.30 -1.34 0.21
N 2.33 -0.86 0.94
C 3.45 -0.41 0.28
N 4.36 0.14 1.12
S 3.71 -0.57 -1.34
C -0.83 -2.18 -0.22
C -2.08 -2.58 0.19
C -3.03 -2.94 -0.76
C -2.68 -2.89 -2.10
C -1.40 -2.48 -2.43
N -0.50 -2.12 -1.52
H 0.80 -1.60 2.84
H -0.42 -2.82 2.49
H -0.85 -1.10 2.48
H 2.25 -0.75 1.94
H 4.10 0.48 2.03
H 5.16 0.57 0.68
H -2.34 -2.62 1.24
H -4.02 -3.25 -0.46
H -3.38 -3.16 -2.88
H -1.08 -2.40 -3.47
Se -1.31 0.98 -2.31
N -0.05 0.92 -1.08
C -0.21 2.01 -0.32
C 0.61 2.34 0.79
C 0.36 3.50 1.47
C -0.70 4.37 1.09
C -1.50 4.08 0.03
C -1.28 2.88 -0.69
N -2.03 2.45 -1.73
H 1.43 1.69 1.08
H 0.98 3.76 2.32
H -0.87 5.28 1.65
H -2.31 4.73 -0.27
I 0.81 0.18 -4.45
*
```

The HOMO-LUMO gap comes out at 6.46 eV. For the HOMO energy, the calculation gives -0.257 hartree. The value obtained for the LUMO energy is -0.01964 Ha. Its energy above the lowest of the compared OMol25 structures with the same formula, charge and spin is 4.9 kcal/mol.

=====

# 2
A 2-piece molecular cluster, C15H19N2O4S2 overall in a non-equilibrium geometry, computed with the ωB97M-V functional and the def2-TZVPD basis.

```
! RIJCOSX wB97M-V def2-TZVPD def2/J DEFGRID3
* xyz -1 1
C 0.66 -1.58 -0.34
S 1.51 -0.03 -0.99
O 2.83 0.12 -0.14
O 1.89 -0.32 -2.47
N 0.61 1.45 -0.75
S -0.91 1.44 -1.61
O -0.83 2.63 -2.65
O -1.19 0.16 -2.43
C -2.36 1.91 -0.45
C -2.23 1.26 1.05
C -3.61 0.60 1.64
C -4.30 -0.44 0.57
C -5.91 -0.54 0.29
C -6.40 -1.62 -0.87
C -5.38 -2.56 -1.75
C -3.74 -2.47 -1.47
C -3.27 -1.39 -0.30
H 1.39 -2.48 -0.16
H -0.19 -1.87 -1.12
H 0.09 -1.28 0.65
H -3.34 1.64 -1.03
H -2.38 3.10 -0.31
H -1.94 2.16 1.78
H -1.31 0.51 1.12
H -4.36 1.49 1.90
H -3.40 0.07 2.69
H -6.62 0.16 0.91
H -7.56 -1.68 -1.08
H -5.71 -3.30 -2.60
H -2.94 -3.10 -2.08
H -2.11 -1.30 -0.11
N 7.74 0.04 2.10
C 8.02 1.09 1.30
C 7.10 1.66 0.43
C 5.83 1.12 0.37
C 5.51 0.03 1.18
C 6.49 -0.47 2.02
H 9.03 1.48 1.39
H 7.38 2.51 -0.18
H 5.08 1.54 -0.30
H 4.53 -0.42 1.15
H 6.30 -1.32 2.67
*
```

The HOMO-LUMO gap comes out at 8.17 eV. For the HOMO energy, the calculation gives -0.219 hartree. The value obtained for the LUMO energy is 0.08099 Ha.

=====

# 3
F2H3N2PS as an isolated structure in a non-equilibrium geometry, computed with the ωB97M-V functional and the def2-TZVPD basis.

```
! RIJCOSX wB97M-V def2-TZVPD def2/J DEFGRID3
* xyz 0 1
N -1.38 -0.31 0.31
N -1.40 0.96 0.34
F 2.88 0.30 -1.15
F 2.29 0.19 1.13
P 1.58 0.48 -0.29
S 0.54 -1.27 -0.48
H -1.24 -0.74 1.16
H -1.67 -0.97 -0.38
H -1.61 1.36 -0.64
*
```

The HOMO-LUMO gap (spin up / spin down) comes out at 7.55 / 7.81 eV. For the HOMO energy (spin up / spin down), the calculation gives -0.322 / -0.323 hartree. The value obtained for the LUMO energy (spin up / spin down) is -0.04488 / -0.03546 Ha. Its energy above the lowest of the compared OMol25 structures with the same formula, charge and spin is 52.3 kcal/mol.

=====

# 4
An isolated ion of composition C14H16BN2O4 and charge +1 in a non-equilibrium geometry, computed with the ωB97M-V functional and the def2-TZVPD basis.

```
! RIJCOSX wB97M-V def2-TZVPD def2/J DEFGRID3
* xyz 1 1
C 2.15 1.54 0.04
B 0.75 1.95 -0.51
O 0.53 3.25 -0.83
C -0.48 0.94 -0.70
C -1.58 0.93 0.17
C -1.69 1.83 1.36
O -1.82 3.00 1.27
O -1.75 1.20 2.57
C -0.85 0.14 2.74
C 0.47 0.39 3.05
C 1.27 -0.73 3.18
C 0.74 -1.99 3.00
N -0.55 -2.24 2.73
C -1.31 -1.16 2.61
C -2.65 0.06 -0.04
C -2.62 -0.81 -1.11
N -1.56 -0.80 -1.93
C -0.51 0.03 -1.76
C 0.61 -0.12 -2.75
C 1.29 -1.50 -2.61
O 1.55 -2.04 -3.88
H 2.26 0.47 0.21
H 2.27 2.01 1.02
H 2.96 1.91 -0.58
H -0.05 3.36 -1.59
H 0.86 1.38 3.20
H 2.32 -0.62 3.43
H 1.39 -2.84 3.08
H -2.36 -1.31 2.41
H -3.51 0.04 0.61
H -3.42 -1.51 -1.28
H -1.53 -1.47 -2.69
H 1.36 0.65 -2.63
H 0.21 -0.08 -3.76
H 2.17 -1.42 -1.99
H 0.62 -2.19 -2.08
H 2.48 -2.27 -3.97
*
```

The HOMO-LUMO gap comes out at 8.20 eV. Its SMILES is CB(O)c1c(C(=O)Oc2cccnc2)cc[nH+]c1CCO. For the HOMO energy, the calculation gives -0.472 hartree. The value obtained for the LUMO energy is -0.17125 Ha.

=====

# 5
C19H14ClN2O9Pd as an isolated structure, computed with the ωB97M-V functional and the def2-TZVPD basis.

```
! RIJCOSX wB97M-V def2-TZVPD def2/J DEFGRID3
* xyz -1 3
Pd -1.34 -0.53 1.20
O -0.25 3.56 1.80
C -0.72 2.50 1.38
O -0.58 1.36 1.94
C -1.44 2.54 0.01
C -0.76 1.62 -1.01
C -1.14 2.06 -2.43
C -2.63 1.63 -2.50
C -2.82 0.95 -1.13
O -1.51 0.39 -0.90
C -2.92 2.04 -0.05
C -3.57 1.53 1.27
O -4.42 2.26 1.77
O -3.24 0.37 1.70
H -1.37 3.58 -0.31
H 0.30 1.43 -0.85
H -1.00 3.13 -2.58
H -0.55 1.52 -3.17
H -3.31 2.47 -2.62
H -2.81 0.92 -3.31
H -3.57 0.17 -1.07
H -3.57 2.85 -0.37
O 0.72 -6.11 1.00
C 1.75 -5.35 0.72
O 2.85 -5.80 0.47
C 1.50 -3.88 0.72
C 2.45 -2.90 0.46
Cl 4.12 -3.06 0.19
N 1.84 -1.70 0.52
N 0.54 -1.85 0.82
C 0.31 -3.15 0.94
C -1.11 -3.60 1.23
O -1.31 -4.82 1.35
O -1.96 -2.69 1.34
C 2.37 -0.39 0.30
C 2.10 0.60 1.23
C 2.54 1.89 1.00
C 3.27 2.18 -0.15
C 3.54 1.18 -1.07
C 3.08 -0.11 -0.86
H -0.14 -5.57 1.12
H 1.51 0.38 2.11
H 2.29 2.67 1.71
H 3.63 3.19 -0.32
H 4.09 1.41 -1.98
H 3.25 -0.88 -1.60
*
```

The HOMO-LUMO gap (spin up / spin down) comes out at 8.43 / 7.29 eV. For the HOMO energy (spin up / spin down), the calculation gives -0.224 / -0.230 hartree. The expectation value of S² is 2.004. The value obtained for the LUMO energy (spin up / spin down) is 0.08536 / 0.03758 Ha.

=====

# 6
A 2-piece molecular cluster, C3H8BrClSi overall in a non-equilibrium geometry, computed with the ωB97M-V functional and the def2-TZVPD basis.

```
! RIJCOSX wB97M-V def2-TZVPD def2/J DEFGRID3
* xyz 0 1
C 1.20 -1.96 -1.60
C -3.41 1.95 0.27
C 1.71 -2.02 -0.36
Si -1.74 0.95 -0.14
Cl -1.33 1.16 -2.08
Br -2.60 -1.06 0.19
H 1.62 -1.71 -2.57
H -0.57 1.12 0.61
H 0.09 -1.96 -1.42
H -3.97 1.45 -0.51
H -3.91 1.64 1.15
H -3.27 3.01 0.09
H 1.03 -2.31 0.42
H 2.79 -1.78 -0.16
*
```

The HOMO-LUMO gap comes out at 10.75 eV. Its SMILES is C[Si@H](Cl)Br.C=C. For the HOMO energy, the calculation gives -0.369 hartree. The value obtained for the LUMO energy is 0.02639 Ha. Its energy above the lowest of the compared OMol25 structures with the same formula, charge and spin is 31.5 kcal/mol.

=====

# 7
C18H20N2O3 as an isolated structure in a non-equilibrium geometry, computed with the ωB97M-V functional and the def2-TZVPD basis.

```
! RIJCOSX wB97M-V def2-TZVPD def2/J DEFGRID3
* xyz 0 1
C -0.62 2.23 0.66
O -1.25 0.98 0.22
C -1.94 0.16 1.05
C -2.18 0.75 2.38
C -2.93 0.12 3.29
C -3.13 -1.26 2.98
C -2.78 -1.72 1.81
C -2.27 -0.95 0.59
N -2.01 -1.49 -0.66
C -1.61 -2.90 -0.65
C -0.14 -3.09 -1.63
N 0.51 -1.68 -1.51
C 1.13 -1.39 -0.21
O 1.53 -2.58 0.46
C 1.82 -0.16 -0.12
C 2.61 0.49 -0.88
C 3.14 1.80 -0.59
C 3.46 2.49 0.48
C 4.05 3.50 -0.09
C 4.42 3.40 -1.30
O 3.74 2.42 -1.87
H 5.02 4.02 -2.04
H 4.55 4.29 0.59
H 3.24 2.14 1.47
H 2.42 0.16 -2.29
H 1.87 -0.01 1.00
C -0.29 -0.51 -1.90
C -1.76 -0.90 -1.87
H -2.10 0.22 -1.58
H -2.24 -1.33 -2.50
H -0.04 -0.76 -3.21
H 0.08 0.41 -1.73
H 0.39 -3.82 -1.12
H -0.46 -3.02 -2.50
H -2.31 -3.48 -1.13
H -1.33 -3.49 0.22
H -3.36 -2.70 1.21
H -3.56 -2.10 3.77
H -2.96 0.28 4.25
H -1.63 1.65 2.63
H -0.05 2.62 -0.08
H -1.17 2.91 0.91
H 0.14 2.27 1.47
*
```

The HOMO-LUMO gap comes out at 7.34 eV. For the HOMO energy, the calculation gives -0.278 hartree. The value obtained for the LUMO energy is -0.00782 Ha. Its energy above the lowest of the compared OMol25 structures with the same formula, charge and spin is 435.7 kcal/mol.

=====

# 8
A 3-piece molecular cluster, C25H45BF10NO9 overall in a non-equilibrium geometry, computed with the ωB97M-V functional and the def2-TZVPD basis.

```
! RIJCOSX wB97M-V def2-TZVPD def2/J DEFGRID3
* xyz -1 1
C 3.36 -4.85 2.33
O 2.98 -3.43 2.44
C 1.56 -3.21 2.14
C 1.13 -3.48 0.58
C 0.46 -5.01 0.56
C -0.92 -5.08 -0.36
O -1.64 -6.34 0.03
C -2.64 -5.99 1.09
O -3.68 -6.83 1.33
O 0.24 -2.36 0.12
B 0.77 -1.39 -0.86
C 1.04 -0.03 0.07
C 1.62 1.24 -0.79
N 2.50 2.14 0.11
C 0.05 -1.21 -2.33
C -1.11 -0.02 -2.37
C -2.49 -0.46 -3.13
F -3.18 0.80 -3.55
F -2.13 -1.15 -4.43
C -3.44 -1.51 -2.31
F -2.70 -2.67 -1.71
F -4.35 -2.13 -3.35
C -4.44 -0.83 -1.20
F -5.47 0.06 -1.87
F -5.25 -1.96 -0.62
C -3.68 -0.11 0.07
F -3.44 1.35 -0.19
F -4.68 -0.14 1.20
F -2.48 -0.82 0.57
O 2.18 -1.83 -1.11
C 2.36 -3.19 -0.51
C 2.54 -4.26 -1.75
C 3.88 -3.79 -2.64
F 4.81 -4.93 -2.89
H 4.50 -5.07 2.58
H 3.21 -5.25 1.21
H 2.72 -5.57 3.00
H 1.35 -2.05 2.35
H 0.93 -3.79 2.94
H 1.21 -5.83 0.19
H 0.12 -5.36 1.65
H -1.60 -4.20 0.02
H -0.68 -5.06 -1.50
H -2.59 -5.04 1.77
H 1.68 -0.24 1.03
H -0.04 0.30 0.45
H 0.71 1.92 -1.11
H 2.17 0.91 -1.77
H 3.26 1.49 0.46
H 1.89 2.35 0.95
H -0.39 -2.23 -2.74
H 0.90 -0.91 -3.10
H -0.63 0.85 -3.03
H -1.32 0.46 -1.32
H 3.45 -3.11 -0.10
H 2.79 -5.32 -1.33
H 1.58 -4.36 -2.42
H 4.48 -2.96 -2.03
H 3.50 -3.29 -3.64
C -5.08 2.94 -2.13
O -5.96 4.05 -2.00
C -5.43 5.07 -1.14
C -4.78 6.20 -1.95
O -3.63 5.75 -2.67
C -3.92 5.47 -4.03
H -5.38 2.37 -3.01
H -4.04 3.24 -2.25
H -5.17 2.29 -1.25
H -4.72 4.64 -0.43
H -6.27 5.47 -0.58
H -4.44 6.97 -1.25
H -5.51 6.67 -2.63
H -3.96 6.40 -4.60
H -4.87 4.94 -4.15
H -3.12 4.84 -4.43
C 4.15 4.53 2.64
O 3.73 3.23 3.03
C 4.79 2.44 3.58
C 4.76 2.45 5.11
O 5.01 3.76 5.64
C 3.81 4.44 6.00
H 3.27 5.16 2.54
H 4.82 4.98 3.38
H 4.66 4.47 1.67
H 5.76 2.79 3.20
H 4.64 1.42 3.23
H 5.56 1.80 5.48
H 3.81 2.06 5.49
H 3.46 4.08 6.97
H 3.02 4.31 5.25
H 4.03 5.51 6.08
*
```

The HOMO-LUMO gap comes out at 6.93 eV. For the HOMO energy, the calculation gives -0.184 hartree. The value obtained for the LUMO energy is 0.07086 Ha.

=====

# 9
A 7-piece molecular cluster, C48H99BN4O5S overall in a non-equilibrium geometry, computed with the ωB97M-V functional and the def2-TZVPD basis.

```
! RIJCOSX wB97M-V def2-TZVPD def2/J DEFGRID3
* xyz 0 1
C -8.43 -4.53 -6.72
C -7.41 -5.23 -5.72
S -6.20 -3.94 -5.22
C -4.61 -4.80 -4.72
C -3.50 -4.23 -5.65
C -3.62 -4.55 -7.08
N -4.70 -5.37 -7.56
C -2.65 -4.08 -8.05
C -1.58 -3.24 -7.51
C -1.37 -2.87 -6.13
B -0.13 -1.95 -5.71
N -0.09 -0.96 -4.61
O 1.05 -2.05 -6.51
C -2.37 -3.41 -5.16
C -2.28 -3.16 -3.64
O -2.32 -4.37 -2.84
N -1.08 -4.96 -2.80
O -1.25 -6.02 -2.31
C -0.79 -2.88 -8.81
O 0.01 -2.03 -9.06
N -1.22 -3.78 -9.87
C -2.53 -4.30 -9.59
O -3.33 -4.81 -10.31
H -8.18 -4.77 -7.78
H -9.49 -4.83 -6.51
H -8.38 -3.41 -6.60
H -6.96 -6.11 -6.24
H -7.99 -5.64 -4.85
H -4.73 -5.88 -4.97
H -4.48 -4.58 -3.65
H -5.56 -4.83 -7.64
H -4.47 -5.77 -8.47
H -1.03 -0.76 -4.25
H 0.36 -1.45 -3.82
H 1.00 -1.25 -7.07
H -3.18 -2.53 -3.35
H -1.38 -2.59 -3.31
H -0.58 -4.53 -10.13
C 0.46 -4.22 0.43
C 0.40 -2.71 0.66
C 0.76 -1.90 -0.58
C 2.19 -2.10 -1.10
C 3.30 -1.80 -0.09
C 3.31 -0.35 0.37
H 1.47 -4.55 0.18
H 0.16 -4.75 1.34
H -0.22 -4.51 -0.37
H 1.04 -2.44 1.50
H -0.62 -2.45 0.96
H 0.60 -0.84 -0.37
H 0.06 -2.15 -1.39
H 2.33 -1.47 -1.98
H 2.31 -3.13 -1.45
H 4.26 -2.03 -0.55
H 3.21 -2.46 0.78
H 3.45 0.33 -0.48
H 4.14 -0.18 1.06
H 2.39 -0.07 0.88
C -6.95 2.34 -1.56
C -6.49 1.51 -0.37
C -5.05 1.01 -0.51
C -4.80 0.07 -1.70
C -5.67 -1.19 -1.73
C -5.44 -2.10 -0.53
H -6.95 1.77 -2.49
H -7.97 2.70 -1.40
H -6.31 3.22 -1.70
H -7.18 0.67 -0.22
H -6.55 2.12 0.53
H -4.76 0.50 0.42
H -4.38 1.87 -0.61
H -3.74 -0.22 -1.69
H -4.95 0.62 -2.63
H -5.44 -1.75 -2.64
H -6.73 -0.92 -1.79
H -4.39 -2.41 -0.47
H -6.05 -3.00 -0.61
H -5.70 -1.61 0.41
C 8.77 3.55 1.70
C 8.96 2.91 0.33
C 7.65 2.60 -0.38
C 6.75 1.59 0.33
C 7.39 0.23 0.61
C 7.78 -0.52 -0.66
H 8.24 2.89 2.38
H 9.74 3.78 2.15
H 8.21 4.49 1.61
H 9.57 2.01 0.43
H 9.54 3.60 -0.30
H 7.88 2.23 -1.39
H 7.09 3.53 -0.52
H 5.85 1.44 -0.27
H 6.40 2.01 1.28
H 6.67 -0.39 1.17
H 8.26 0.34 1.26
H 6.91 -0.69 -1.30
H 8.20 -1.50 -0.40
H 8.54 0.02 -1.23
C -4.24 4.40 5.88
C -4.08 3.73 4.52
C -5.41 3.41 3.84
C -6.31 2.43 4.59
C -5.68 1.06 4.89
C -5.32 0.29 3.63
H -4.76 3.76 6.59
H -3.26 4.63 6.30
H -4.80 5.34 5.78
H -3.48 2.82 4.63
H -3.51 4.40 3.86
H -5.21 3.02 2.83
H -5.97 4.34 3.69
H -7.22 2.27 4.01
H -6.63 2.88 5.54
H -6.39 0.47 5.47
H -4.79 1.18 5.52
H -6.20 0.12 3.01
H -4.90 -0.69 3.89
H -4.57 0.81 3.03
C 15.59 3.47 -2.42
C 14.56 2.92 -3.40
C 13.19 3.59 -3.28
C 12.49 3.41 -1.93
C 12.26 1.96 -1.50
C 11.35 1.19 -2.45
H 15.28 3.30 -1.38
H 16.55 2.97 -2.56
H 15.73 4.54 -2.56
H 14.47 1.84 -3.27
H 14.93 3.07 -4.41
H 12.54 3.21 -4.08
H 13.30 4.66 -3.47
H 11.53 3.93 -1.97
H 13.07 3.92 -1.15
H 11.81 1.96 -0.51
H 13.21 1.43 -1.41
H 10.37 1.68 -2.53
H 11.19 0.18 -2.09
H 11.77 1.12 -3.46
C -6.29 3.94 12.08
C -5.77 2.52 11.94
C -4.69 2.37 10.87
C -5.13 2.71 9.44
C -6.32 1.89 8.92
C -6.03 0.40 8.84
H -6.76 4.29 11.16
H -7.03 4.00 12.88
H -5.48 4.63 12.33
H -6.60 1.84 11.73
H -5.35 2.20 12.90
H -4.30 1.35 10.90
H -3.84 3.02 11.13
H -4.28 2.56 8.77
H -5.38 3.77 9.38
H -6.57 2.26 7.92
H -7.20 2.06 9.55
H -5.18 0.21 8.18
H -6.90 -0.13 8.43
H -5.81 -0.03 9.82
*
```

The HOMO-LUMO gap comes out at 8.16 eV. Its SMILES is CCSCc1c(N)c2c(c(B(N)O)c1CON=O)C(=O)NC2=O.CCCCCC.CCCCCC.CCCCCC.CCCCCC.CCCCCC.CCCCCC. For the HOMO energy, the calculation gives -0.325 hartree. The value obtained for the LUMO energy is -0.02534 Ha.

=====

# 10
One molecule with the formula C4H9NS in a non-equilibrium geometry, computed with the ωB97M-V functional and the def2-TZVPD basis.

```
! RIJCOSX wB97M-V def2-TZVPD def2/J DEFGRID3
* xyz 0 1
C -1.50 -1.08 0.20
C -0.40 -0.06 -0.38
C -0.82 1.29 -0.04
C 0.99 -0.19 0.16
H -2.14 -0.81 1.19
H -2.34 -1.13 -0.61
H -1.37 -2.08 0.42
H -0.29 -0.35 -1.50
H -1.78 1.22 -0.51
H -1.09 1.23 1.18
H -0.10 2.17 -0.10
H 1.09 0.34 1.26
H 4.10 -0.02 -1.01
N 2.02 -0.47 -0.44
S 3.63 -0.07 0.17
*
```

The HOMO-LUMO gap comes out at 9.98 eV. Its SMILES is CC(C)/C=N/S. For the HOMO energy, the calculation gives -0.334 hartree. The value obtained for the LUMO energy is 0.03296 Ha. Its energy above the lowest of the compared OMol25 structures with the same formula, charge and spin is 74.8 kcal/mol.